1.
Below is a cluster of 23 separate species, C29H91FN3O27P in total in a non-equilibrium geometry, with properties calculated with the ωB97M-V functional and the def2-TZVPD basis.

Kohn-Sham gap, eV: 7.83
E_LUMO, eV: -1.00
Molecular weight, g/mol: 964.0
Total energy, eV: -103303.45061

XYZ file:
```
152
Properties=species:S:1:pos:R:3:mulliken_charge:R:1
C 5.41 -0.54 4.36 -0.2065
C 6.72 -0.06 3.59 -0.8999
C 7.32 -1.13 2.60 -0.5610
C 6.57 -1.04 1.20 0.4648
C 7.50 -0.82 -0.05 -1.0856
C 6.68 -0.52 -1.38 -0.7316
C 5.48 -1.52 -1.66 -0.4700
C 4.05 -0.85 -1.68 -0.2079
C 3.00 -1.91 -2.25 -0.5767
C 1.85 -2.34 -1.25 -0.9392
C 0.98 -1.11 -0.74 0.3149
N 0.07 -0.62 -1.63 0.1930
C -0.60 0.44 -1.05 -0.0371
C -1.68 1.10 -1.90 0.1426
C -1.94 0.54 -3.34 -1.6561
C -3.19 -0.44 -3.35 -0.2825
C -2.83 -1.86 -3.93 0.2720
C -3.54 -2.96 -3.01 -0.8353
O -2.67 -3.37 -1.91 -0.3124
C -3.41 -3.67 -0.78 0.2339
O -4.43 -4.31 -0.89 -0.5901
C -2.47 2.23 -1.46 0.7355
C -3.60 2.91 -2.34 -0.8488
O -4.78 3.16 -1.55 -0.1309
C -5.56 1.98 -1.35 -0.4043
O -6.56 2.18 -0.35 -0.4422
C -6.12 1.56 0.87 0.1023
C -6.58 0.03 0.92 -0.1625
O -5.45 -0.77 1.29 -0.3546
C -2.20 2.80 -0.09 -0.1710
C -1.17 2.20 0.77 0.5185
C -0.96 2.87 2.16 0.3495
C -1.31 4.43 2.18 -1.1591
F 0.39 2.78 2.64 -0.2694
C -0.38 1.01 0.29 -0.1724
N 0.56 0.46 1.17 -0.3957
C 1.23 -0.61 0.65 -0.4615
P 2.51 -1.42 1.80 1.0769
N 2.22 -2.97 2.09 -0.8887
H 4.54 0.08 4.02 -0.0835
H 5.15 -1.61 4.15 -0.0924
H 5.53 -0.39 5.47 0.4134
H 7.50 0.13 4.38 0.3563
H 6.49 0.92 3.06 0.4297
H 8.42 -1.00 2.45 0.4085
H 7.10 -2.17 3.03 0.2255
H 5.86 -0.15 1.27 0.1826
H 5.92 -1.95 1.05 -0.0898
H 8.17 0.06 0.18 0.3410
H 8.08 -1.77 -0.20 0.2888
H 6.27 0.53 -1.39 0.4037
H 7.42 -0.62 -2.24 0.2478
H 5.65 -1.94 -2.71 0.2269
H 5.52 -2.43 -0.99 0.4059
H 4.01 0.04 -2.38 0.3916
H 3.67 -0.51 -0.69 -0.1896
H 2.62 -1.57 -3.25 0.1611
H 3.59 -2.86 -2.47 0.4806
H 1.11 -2.95 -1.86 0.1610
H 2.19 -3.00 -0.42 0.5308
H -1.02 0.02 -3.73 0.4977
H -2.15 1.40 -4.03 0.6235
H -4.09 0.03 -3.83 0.2449
H -3.47 -0.60 -2.26 -0.0216
H -1.73 -2.08 -3.98 -0.0359
H -3.27 -1.99 -4.96 -0.0484
H -4.45 -2.46 -2.57 0.3954
H -3.82 -3.87 -3.59 0.4365
H -3.09 -3.38 0.26 0.4207
H -3.91 2.28 -3.21 0.1934
H -3.25 3.93 -2.66 0.2922
H -6.08 1.73 -2.33 0.2223
H -4.96 1.08 -1.02 0.2582
H -5.01 1.66 1.04 0.0307
H -6.62 2.08 1.75 0.3864
H -7.01 -0.32 -0.06 0.1690
H -7.35 -0.06 1.74 0.1462
H -5.71 -1.33 2.05 0.1906
H -2.83 3.67 0.23 0.2794
H -1.68 2.41 2.89 0.2629
H -2.42 4.61 2.21 0.2587
H -0.85 4.85 1.23 0.3097
H -0.76 4.85 3.05 0.3610
H 2.43 -0.75 3.07 -0.2245
H 3.79 -1.14 1.26 -0.0388
H 3.07 -3.46 1.77 0.2645
O -5.91 -0.98 4.27 -0.6039
H -6.45 -0.65 5.01 0.2741
H -5.38 -1.68 4.67 0.2353
O 1.09 -2.24 -5.60 -0.6546
H 0.58 -1.93 -4.85 0.3104
H 1.65 -2.93 -5.23 0.2949
O 2.37 -1.22 5.49 -0.4818
H 1.48 -0.88 5.66 0.2760
H 2.44 -2.01 6.04 0.2205
O 6.42 -1.80 -5.06 -0.5876
H 6.92 -2.60 -5.26 0.2821
H 5.94 -1.62 -5.88 0.2862
O 1.63 2.25 5.68 -0.6978
H 2.13 1.44 5.48 0.3141
H 1.17 2.44 4.85 0.3614
O -6.65 3.63 2.98 -0.5787
H -6.35 4.46 2.58 0.2573
H -7.44 3.88 3.47 0.2692
O -6.61 5.63 -0.24 -0.6979
H -6.12 4.81 -0.40 0.3924
H -7.02 5.82 -1.09 0.2962
O 2.22 4.21 0.04 -0.6593
H 1.94 3.36 0.41 0.3275
H 2.01 4.85 0.73 0.3209
O -5.19 -1.29 -6.71 -0.6001
H -4.68 -2.09 -6.88 0.3013
H -5.63 -1.11 -7.54 0.2949
O -5.76 -6.37 0.94 -0.6187
H -5.54 -5.52 0.55 0.3685
H -6.53 -6.18 1.50 0.3112
O 7.41 -0.90 -7.76 -0.6214
H 8.34 -1.08 -7.57 0.3125
H 7.32 0.06 -7.63 0.3502
O 5.76 1.22 -7.54 -0.6734
H 5.69 2.10 -7.16 0.3399
H 5.32 1.29 -8.39 0.3055
O -3.22 -2.81 4.86 -0.5940
H -2.96 -3.41 5.57 0.2785
H -2.40 -2.38 4.60 0.3218
O 1.14 -4.85 -4.23 -0.5445
H 0.53 -5.22 -4.88 0.2892
H 1.06 -5.43 -3.46 0.2764
O -0.11 2.82 -4.76 -0.6132
H 0.72 3.32 -4.79 0.2820
H -0.04 2.31 -3.94 0.3307
O 5.48 -3.95 3.21 -0.5854
H 4.59 -3.61 3.39 0.2540
H 5.55 -4.74 3.75 0.2683
O 1.66 1.48 8.78 -0.6312
H 1.49 2.25 9.33 0.2962
H 1.21 1.68 7.95 0.3274
O -8.77 -0.59 3.75 -0.6326
H -7.85 -0.79 3.96 0.3803
H -8.84 0.36 3.85 0.3070
O 0.03 6.89 3.29 -0.5863
H -0.23 7.82 3.26 0.2773
H 0.52 6.81 4.12 0.2972
O -6.37 1.41 5.47 -0.5445
H -7.05 2.07 5.67 0.2733
H -5.59 1.94 5.25 0.2807
O -0.45 -2.09 3.12 -0.6036
H 0.07 -2.89 2.93 0.2982
H -0.91 -1.91 2.30 0.2540
O 4.32 3.23 -6.02 -0.6542
H 4.06 2.38 -5.64 0.3373
H 4.11 3.87 -5.32 0.3069
```



2.
Below is a cluster of 14 separate species, C29H91N13O14 in total in a non-equilibrium geometry, with properties calculated with the ωB97M-V functional and the def2-TZVPD basis.

Kohn-Sham gap, eV: 8.65
E_LUMO, eV: -0.32
Molecular weight, g/mol: 846.1
Total energy, eV: -79581.13665
Energy above the lowest of the compared OMol25 structures with the same formula, charge and spin, kcal/mol: 32.43

XYZ file:
```
147
Properties=species:S:1:pos:R:3:mulliken_charge:R:1
C 0.30 -3.63 2.87 -0.4643
O 0.71 -4.09 4.16 -0.5329
H 1.11 -3.53 2.15 0.3006
H -0.36 -4.32 2.34 0.4738
H -0.01 -2.60 3.06 -0.0703
H 0.96 -5.02 4.13 0.2770
C 3.84 2.84 2.20 -0.7208
O 2.43 3.29 2.11 -0.6804
H 4.40 3.59 2.78 0.3115
H 3.79 1.82 2.58 0.3232
H 4.39 2.88 1.26 0.2195
H 2.01 2.72 1.46 0.4288
C -0.56 -1.25 5.75 -0.6878
O -1.11 -0.13 4.99 -0.4183
H -0.80 -1.12 6.81 0.3376
H -0.92 -2.20 5.35 0.2107
H 0.52 -1.21 5.70 0.2337
H -2.00 -0.36 4.71 0.3555
C 3.51 -1.72 2.83 -0.4979
O 3.79 -1.40 1.46 -0.6020
H 2.67 -1.17 3.26 0.0100
H 3.23 -2.76 3.00 0.2773
H 4.42 -1.51 3.39 0.3487
H 2.94 -1.52 1.01 0.2468
C -3.32 -0.77 -1.10 -0.1181
O -3.99 -0.43 -2.26 -0.6471
H -2.25 -0.58 -1.21 -0.2917
H -3.69 -0.19 -0.25 0.1714
H -3.40 -1.81 -0.78 0.3777
H -3.81 0.51 -2.25 0.3940
C 1.38 2.82 6.02 0.6560
O 0.85 2.85 7.09 -0.7034
N 1.02 1.92 5.13 -0.1285
N 2.34 3.53 5.61 -0.3150
H 1.49 1.86 4.24 0.1069
H 0.15 1.42 5.27 0.0863
H 2.86 4.11 6.25 0.2081
H 2.62 3.56 4.64 0.1649
C -3.40 5.21 1.94 0.7637
O -4.62 4.99 1.83 -0.6539
N -2.60 4.33 2.56 -0.3015
N -2.67 6.16 1.40 -0.5126
H -2.97 3.44 2.85 0.1123
H -1.67 4.64 2.78 0.1319
H -1.66 6.07 1.38 0.2100
H -3.28 6.64 0.75 0.2568
C 0.09 1.79 -3.66 0.3230
O -0.50 0.94 -2.97 -0.3196
N 1.36 1.89 -3.91 -0.2661
N -0.55 2.51 -4.46 -0.2725
H 1.56 2.63 -4.56 0.1407
H 2.11 1.43 -3.42 -0.1300
H -1.36 2.10 -4.90 0.2856
H -0.17 3.32 -4.94 0.2096
C -1.78 -1.70 -5.03 0.4695
O -2.47 -2.62 -5.53 -0.7588
N -1.31 -0.69 -5.75 -0.2699
N -1.41 -1.53 -3.77 0.3334
H -0.77 0.00 -5.23 0.1709
H -1.31 -0.63 -6.76 0.1877
H -1.69 -2.17 -3.04 0.1024
H -1.04 -0.67 -3.38 -0.2492
C 3.37 -5.92 -2.44 -1.1799
C 4.28 -4.82 -3.03 -0.0252
C 3.59 -4.05 -4.21 -0.7161
O 2.46 -3.28 -3.75 0.0382
C 1.74 -2.55 -4.72 -0.6954
N 4.69 -3.94 -1.95 -0.5352
H 3.83 -6.52 -1.66 0.3459
H 2.98 -6.54 -3.25 0.3701
H 2.58 -5.23 -2.15 0.1138
H 5.16 -5.30 -3.45 0.4603
H 3.14 -4.73 -4.94 0.5036
H 4.33 -3.45 -4.74 0.3008
H 0.89 -2.11 -4.19 -0.0215
H 1.24 -3.23 -5.41 0.5000
H 2.35 -1.82 -5.24 0.3381
H 3.98 -3.34 -1.55 0.1418
H 5.43 -3.35 -2.32 0.3112
C 3.75 -0.57 -2.30 0.2342
C 4.63 0.66 -2.15 0.3566
C 5.40 0.98 -3.46 -0.9317
O 6.28 2.04 -3.25 -0.3659
C 7.05 2.21 -4.45 -0.8030
N 3.79 1.77 -1.65 -0.3599
H 4.37 -1.47 -2.26 -0.0042
H 3.08 -0.54 -3.16 0.0499
H 3.08 -0.66 -1.44 -0.6733
H 5.29 0.43 -1.31 0.5882
H 4.64 1.28 -4.19 0.2831
H 5.93 0.14 -3.91 0.5797
H 7.77 1.39 -4.52 0.3150
H 7.55 3.17 -4.44 0.2786
H 6.49 2.23 -5.38 0.3235
H 4.12 2.02 -0.73 -0.1913
H 4.05 2.61 -2.15 0.2929
C -1.00 1.10 1.72 0.1365
C 0.34 0.56 1.18 1.1797
C 0.25 -0.64 0.25 -0.1605
O 1.39 -1.44 0.14 1.3693
C 1.19 -2.68 -0.42 -0.9866
N 1.17 1.59 0.51 -0.2568
H -0.90 1.87 2.49 0.2943
H -1.63 0.32 2.16 -0.3408
H -1.60 1.41 0.86 -0.5931
H 0.88 0.30 2.09 -0.4681
H 0.07 -0.33 -0.78 -0.3319
H -0.60 -1.25 0.57 -0.3631
H 0.94 -2.57 -1.48 -0.1736
H 0.39 -3.28 0.00 0.4114
H 2.06 -3.32 -0.23 0.4179
H 0.73 1.90 -0.35 -0.0927
H 1.97 1.15 0.09 0.2143
C -3.12 -3.34 2.66 -1.0253
C -4.16 -2.21 3.18 0.1164
C -5.16 -2.84 4.20 -0.9941
O -6.05 -1.79 4.51 -0.2884
C -7.09 -2.28 5.23 -0.8325
N -3.42 -1.02 3.71 -0.3330
H -2.61 -2.89 1.81 0.0121
H -3.70 -4.17 2.25 0.5019
H -2.35 -3.53 3.41 0.3021
H -4.77 -1.87 2.34 0.2264
H -4.51 -3.15 5.02 0.3819
H -5.63 -3.76 3.86 0.5239
H -6.75 -2.76 6.15 0.3401
H -7.73 -2.96 4.67 0.3088
H -7.68 -1.41 5.51 0.2534
H -4.01 -0.69 4.46 0.3826
H -3.51 -0.21 3.12 -0.0012
C -1.97 4.01 -1.49 -0.5425
C -3.25 3.15 -1.62 1.6646
C -4.63 3.76 -1.85 -0.9969
O -5.71 2.82 -1.77 -0.3646
C -6.06 2.53 -0.41 -0.4782
N -3.04 2.15 -2.65 -0.2494
H -1.12 3.35 -1.34 -0.1553
H -1.95 4.68 -0.63 -0.0076
H -1.88 4.66 -2.36 0.3373
H -3.37 2.57 -0.70 -0.9010
H -4.50 4.22 -2.83 0.4593
H -4.72 4.56 -1.10 0.3666
H -5.24 2.18 0.22 0.0937
H -6.87 1.80 -0.36 0.2546
H -6.40 3.48 0.01 0.3443
H -3.38 2.39 -3.57 0.2875
H -2.06 1.90 -2.67 -0.0709
```



Look up the Kohn-Sham gap of the first one.
7.83 eV